# 1
Density functional theory data (ωB97M-V/def2-TZVPD) for a 5-piece molecular cluster, C12H31BrF3N2O9P overall.

Output
Highest occupied orbital energy, eV: -9.2534
Frontier orbital gap, Ha: 0.3231

Cartesian coordinates (Å):
C1 2.402 2.947 0.121
C2 3.130 1.593 0.198
C3 3.635 1.069 -1.144
C4 2.561 0.486 -2.092
N1 2.000 1.444 -3.036
O1 1.549 -0.199 -1.355
C5 0.314 0.450 -1.200
C6 -0.570 -0.445 -0.333
O2 -1.923 -0.035 -0.440
C7 -2.265 1.112 0.260
O3 -3.265 0.706 1.202
N2 -4.519 1.403 1.155
O4 -5.380 0.690 1.458
P1 -2.923 2.472 -0.928
O5 -2.546 1.720 -2.322
Br1 -1.230 3.946 -0.723
C8 -0.561 -1.901 -0.806
F1 -0.616 -2.000 -2.136
F2 0.542 -2.548 -0.392
F3 -1.604 -2.577 -0.314
H1 1.910 3.107 -0.841
H2 1.622 3.018 0.882
H3 3.090 3.778 0.280
H4 2.532 0.841 0.710
H5 4.013 1.743 0.824
H6 4.137 1.883 -1.676
H7 4.362 0.277 -0.963
H8 3.039 -0.301 -2.679
H9 2.357 1.262 -3.964
H10 2.279 2.390 -2.811
H11 -0.207 0.606 -2.143
H12 0.429 1.408 -0.681
H13 -0.251 -0.436 0.715
H14 -1.419 1.485 0.845
H15 -2.274 2.356 -2.997
C9 3.203 -2.551 2.285
O6 2.992 -1.659 1.201
H16 4.165 -2.296 2.727
H17 2.424 -2.440 3.043
H18 3.239 -3.591 1.947
H19 2.136 -1.865 0.813
C10 0.155 -5.704 -0.909
O7 0.307 -7.110 -1.073
H20 0.510 -5.461 0.090
H21 0.750 -5.147 -1.636
H22 -0.892 -5.401 -0.990
H23 -0.003 -7.344 -1.952
C11 -7.769 3.267 -1.651
O8 -6.382 3.461 -1.410
H24 -8.021 3.830 -2.546
H25 -8.005 2.213 -1.823
H26 -8.378 3.637 -0.822
H27 -6.144 2.969 -0.619
C12 2.194 -0.475 5.313
O9 1.427 -0.264 4.134
H28 3.238 -0.502 5.012
H29 2.057 0.336 6.032
H30 1.943 -1.425 5.793
H31 0.498 -0.236 4.383

Löwdin atomic charge list, values in e, 8 entries: number 1, C, carries -0.12; number 2, C, carries -0.24; number 3, C, carries -0.13; number 4, C, carries -0.37; number 5, N, carries 0.08; number 6, O, carries -0.10; number 7, C, carries -0.16; number 8, C, carries -0.17



# 2
Density functional theory data (ωB97M-V/def2-TZVPD) for a 7-piece molecular cluster, C12H31F6N8O9 overall in a non-equilibrium geometry.

Output
Net charge: -1
Highest occupied orbital energy, eV: -3.1679
Frontier orbital gap, Ha: 0.1630

Cartesian coordinates (Å):
O1 1.075 0.642 -0.081
H1 0.121 0.536 -0.091
H2 1.221 1.589 -0.020
H3 1.353 0.127 0.680
C1 -3.746 -2.567 -0.297
O2 -3.332 -3.617 0.633
O3 -2.878 -1.482 -0.197
C2 -4.004 -3.299 -1.719
F1 -3.090 -4.189 -2.126
F2 -5.143 -3.954 -1.604
F3 -4.051 -2.343 -2.649
C3 -4.260 -3.875 1.714
C4 -3.603 -4.912 2.654
H4 -3.209 -4.477 3.573
H5 -4.363 -5.658 2.888
H6 -2.828 -5.520 2.187
H7 -5.237 -4.251 1.411
H8 -4.449 -2.994 2.326
H9 -4.734 -2.306 0.081
C5 0.204 3.279 -5.188
O4 -0.604 3.970 -6.154
O5 -0.470 3.354 -3.937
C6 0.770 1.887 -5.721
F4 1.675 2.049 -6.594
F5 1.447 1.132 -4.753
F6 -0.123 1.105 -6.277
C7 0.076 4.535 -7.276
C8 -1.016 5.371 -8.095
H10 -1.999 4.900 -8.117
H11 -1.266 6.287 -7.560
H12 -0.785 5.774 -9.082
H13 0.500 3.840 -8.000
H14 0.847 5.264 -7.025
H15 1.137 3.815 -5.010
C9 -2.285 2.206 4.355
O6 -1.651 2.338 3.271
N1 -2.499 1.040 4.805
N2 -2.551 3.106 5.236
H16 -2.955 0.842 5.684
H17 -2.214 0.316 4.161
H18 -3.213 2.998 5.991
H19 -2.410 4.043 4.887
C10 2.960 -2.152 4.115
O7 2.429 -1.350 3.446
N3 4.080 -2.890 3.869
N4 2.605 -2.334 5.345
H20 4.344 -3.582 4.556
H21 4.724 -2.682 3.120
H22 1.864 -1.731 5.672
H23 2.713 -3.205 5.845
C11 1.755 -3.987 -0.830
O8 2.932 -4.015 -0.653
N5 0.869 -4.392 -0.005
N6 1.104 -3.444 -1.864
H24 1.090 -5.031 0.745
H25 -0.102 -4.143 -0.132
H26 0.106 -3.300 -1.799
H27 1.666 -2.967 -2.554
C12 4.533 3.640 2.379
O9 4.023 3.461 1.312
N7 5.253 2.819 2.984
N8 4.741 4.821 2.870
H28 5.364 1.928 2.522
H29 5.668 2.991 3.889
H30 5.258 4.911 3.732
H31 4.566 5.731 2.467

Löwdin atomic charge list, values in e, 8 entries: number 1, O, carries 0.40; number 2, H, carries 0.19; number 3, H, carries 0.19; number 4, H, carries 0.18; number 5, C, carries -0.47; number 6, O, carries -0.15; number 7, O, carries -0.28; number 8, C, carries -0.60



Q: Which formula does entry 1 have?
A: C12H31BrF3N2O9P



Q: The highest frontier orbital gap belongs to which entry?
A: C12H31BrF3N2O9P



Q: What is the frontier orbital gap in the second record?
A: 0.1630 Ha